# 1
The following is a DFT calculation (the ωB97M-V functional and the def2-TZVPD basis) of 14 unconnected molecules or ions with the total composition C76H168F12N10O18.

```
284
Properties=species:S:1:pos:R:3:mulliken_charge:R:1
C 20.65997 15.80001 20.12111 -1.860
C 21.07829 16.58406 18.87821 1.760
C 20.51716 15.82678 17.68039 -2.221
C 20.45577 16.65946 16.42098 0.804
C 19.53053 17.88175 16.69009 -1.236
C 20.18626 18.86582 17.84092 2.768
N 20.53821 17.93965 19.04495 0.517
O 21.13897 18.63689 20.14098 -0.324
C 19.07600 19.87354 18.34334 -2.340
C 21.45450 19.63951 17.44210 -1.105
C 22.59330 16.62038 18.83420 -1.450
H 21.02202 14.77281 20.07770 0.409
H 19.57607 15.69554 20.16945 0.440
H 20.93524 16.24570 21.07698 0.428
H 19.49395 15.49241 17.85165 0.427
H 21.08633 14.89854 17.63014 0.607
H 20.02732 16.10359 15.58699 0.338
H 21.47059 17.00563 16.22504 -0.595
H 18.52163 17.58847 16.98029 0.589
H 19.33224 18.41516 15.76043 -0.156
H 18.09336 19.40843 18.42197 0.025
H 18.90168 20.68270 17.63412 0.394
H 19.34575 20.28334 19.31668 0.716
H 22.27218 19.19643 16.87361 -0.018
H 21.90338 20.28038 18.20098 0.765
H 21.16732 20.39307 16.70876 -0.147
H 22.93300 17.23161 17.99808 0.191
H 22.92194 15.62713 18.52831 0.436
H 23.07634 16.98769 19.73966 0.430
C 23.91322 20.09915 13.49755 -1.158
C 24.96544 21.02785 14.16010 1.792
C 26.35607 20.39225 14.42333 -1.085
C 27.21614 20.11256 13.22441 0.205
C 27.53750 21.47014 12.49724 -1.673
C 26.29464 22.32432 12.22861 1.634
N 25.22497 22.21159 13.30014 0.211
O 24.27816 23.22025 13.33544 0.274
C 25.65771 21.87022 10.91973 -1.401
C 26.83715 23.73616 12.08310 -1.994
C 24.32193 21.54389 15.50976 -2.170
H 24.36435 19.44245 12.75369 0.156
H 23.04619 20.61433 13.08410 0.510
H 23.49270 19.39490 14.21539 0.004
H 26.22011 19.42690 14.91089 0.408
H 26.80985 21.13380 15.08082 0.435
H 26.86043 19.45422 12.43186 -0.465
H 28.09471 19.57969 13.58811 0.513
H 28.06879 21.16379 11.59614 0.661
H 28.40409 21.93855 12.96383 0.376
H 24.73254 22.37584 10.64314 0.297
H 25.47846 20.81041 11.10075 0.216
H 26.23433 21.89566 9.99509 0.445
H 27.00615 24.24519 13.03201 0.511
H 26.27566 24.41027 11.43625 0.364
H 27.79271 23.81513 11.56467 0.466
H 23.27073 21.78993 15.35964 0.008
H 24.86700 22.40629 15.89351 0.727
H 24.35047 20.76295 16.26964 0.519
C 14.57438 24.63803 21.23947 -1.708
C 14.55761 23.13600 20.89770 1.785
C 15.42205 22.91273 19.72495 -1.255
C 15.69468 21.40467 19.48466 0.559
C 16.55515 20.98843 20.58782 -1.534
C 15.96218 21.07744 21.97082 1.372
N 15.14154 22.45268 22.08847 0.681
O 14.55185 22.70535 23.37325 -0.200
C 17.06482 20.98676 23.07616 -1.701
C 14.94935 19.86330 22.26540 -1.171
C 13.10390 22.73030 20.67632 -1.692
H 15.54935 25.04627 21.50574 0.435
H 13.86132 24.89137 22.02398 0.453
H 14.24838 25.17393 20.34805 0.411
H 16.42196 23.33659 19.81783 0.166
H 14.89039 23.26284 18.84016 0.670
H 16.22939 21.11660 18.57957 -0.159
H 14.77431 20.83044 19.37839 -0.219
H 17.51796 21.49868 20.61508 0.383
H 16.83709 19.94927 20.41827 0.485
H 16.70292 21.01561 24.10392 0.465
H 17.73776 21.82547 22.89781 0.444
H 17.63643 20.06179 23.15219 0.377
H 14.53475 19.54543 21.30876 -0.007
H 14.12104 20.06076 22.94584 0.371
H 15.47785 19.00419 22.67858 0.460
H 12.42260 23.00264 21.48239 0.492
H 12.84355 21.71337 20.38276 0.169
H 12.81412 23.21021 19.74155 0.476
C 13.40718 18.30770 9.28849 -1.623
C 13.52490 18.08576 10.79492 2.145
C 14.45493 19.16891 11.36131 -1.193
C 14.49722 19.38060 12.86151 1.400
C 13.16701 19.80693 13.38333 -0.759
C 11.97346 18.80363 13.01634 1.291
N 12.15890 18.35341 11.51620 0.639
O 10.91770 17.88118 10.95772 -0.250
C 10.64439 19.64303 13.14343 -1.586
C 11.87831 17.59188 13.95887 -1.246
C 14.06439 16.76607 11.12694 -2.010
H 12.59689 17.70094 8.88429 0.461
H 14.30263 18.03855 8.72829 0.391
H 13.41097 19.36880 9.03919 0.354
H 14.28991 20.12183 10.85851 -0.120
H 15.44197 18.85626 11.02058 0.521
H 15.26027 20.12493 13.08915 0.007
H 14.97853 18.59827 13.44837 -0.781
H 12.94319 20.81746 13.04151 -0.198
H 13.24221 19.87032 14.46889 0.278
H 10.45114 20.10024 14.11385 0.332
H 9.78205 19.04340 12.85205 0.500
H 10.63137 20.54230 12.52760 0.305
H 11.90802 17.92967 14.99479 0.062
H 12.77938 16.97867 13.97030 0.255
H 10.96136 17.00684 13.88797 0.514
H 13.50012 15.92445 10.72525 0.685
H 14.27972 16.57895 12.17895 0.045
H 15.07740 16.64828 10.74216 0.250
C 18.04325 29.12374 12.83442 -1.370
C 17.99617 28.60377 14.29616 0.019
C 17.96852 27.02964 14.31191 -0.821
O 18.12961 26.24307 15.50124 0.280
C 17.00249 26.19359 16.31129 -0.643
N 19.20415 29.08641 15.12704 0.086
H 20.06071 28.60483 14.89364 -0.152
H 19.24835 30.07819 14.94125 0.433
H 19.02446 28.84951 16.09228 0.356
H 18.98814 28.85008 12.36495 0.302
H 18.01343 30.21225 12.78583 0.443
H 17.20655 28.73144 12.25638 0.387
H 17.07807 28.93600 14.78075 0.316
H 18.85149 26.76309 13.73103 -0.257
H 17.16068 26.57184 13.74103 0.754
H 16.83130 27.04538 16.96950 0.300
H 16.97299 25.24086 16.83998 -0.218
H 16.15430 26.17936 15.62685 0.460
C 22.88479 24.62481 17.15031 -1.287
C 21.38160 24.34232 17.35473 1.764
C 20.76985 25.05854 18.57097 -1.459
O 19.36017 24.83679 18.55307 0.108
C 18.67405 25.57980 19.50844 -0.809
N 20.78391 24.83704 16.02644 1.682
H 19.78018 24.78242 16.12471 -0.216
H 20.96533 25.77109 15.68770 -0.424
H 20.93887 24.15354 15.29919 -0.280
H 23.14739 25.66321 16.94819 0.295
H 23.30917 24.00463 16.36077 -0.011
H 23.50162 24.35328 18.00699 0.544
H 21.09331 23.29113 17.35662 -0.591
H 20.86280 26.11348 18.31299 0.448
H 21.16515 24.90130 19.57452 0.533
H 19.10566 25.19776 20.43357 0.473
H 17.64171 25.25193 19.38649 0.001
H 18.82945 26.65723 19.45266 0.318
C 24.37814 13.08683 15.77596 -1.372
C 24.37998 14.09030 14.57531 0.174
C 23.15011 15.00334 14.49980 0.070
O 22.96770 15.29966 13.14562 -0.207
C 22.23883 16.52397 12.95110 -0.495
N 25.62383 14.92973 14.54606 0.118
H 25.76373 15.43136 13.68067 -0.043
H 25.61364 15.59579 15.30524 0.364
H 26.44011 14.33624 14.58544 0.498
H 24.08161 13.50296 16.73878 0.228
H 25.35025 12.59428 15.79820 0.467
H 23.66090 12.27213 15.67638 0.329
H 24.49898 13.51416 13.65771 0.222
H 23.48674 15.85045 15.09745 0.263
H 22.27292 14.70394 15.07339 -0.139
H 21.47553 16.64646 13.71952 -0.011
H 21.76575 16.48273 11.96998 0.420
H 22.88568 17.38106 13.13838 0.399
C 14.25681 23.21200 11.33099 -1.224
C 13.12954 24.18126 11.23197 0.327
C 13.21251 25.26109 10.19296 -0.926
O 11.93272 25.99741 10.00252 -0.364
C 12.01488 26.90269 8.92956 -0.726
N 11.79566 23.42168 11.20882 -0.220
H 11.72160 22.53000 10.74028 0.282
H 11.49246 23.18703 12.14322 0.376
H 11.00752 23.90788 10.80565 0.408
H 14.15589 22.63278 12.24883 0.175
H 15.15781 23.82528 11.34456 0.495
H 14.31689 22.52993 10.48290 0.344
H 13.13029 24.65196 12.21510 0.236
H 13.27396 24.70894 9.25517 0.425
H 14.00785 25.98063 10.38739 0.486
H 12.83462 27.61495 9.02343 0.297
H 11.08978 27.47905 8.93921 0.264
H 11.96222 26.28265 8.03464 0.346
C 21.32530 10.75961 13.47365 -1.722
C 20.80049 12.21279 13.35251 0.362
C 21.32513 13.01861 12.06811 -0.453
O 20.94193 12.33499 10.90077 -0.450
C 21.23334 13.05575 9.68611 -0.696
N 19.31312 12.02728 13.14495 0.037
H 19.22700 11.94333 12.14213 0.387
H 19.09473 11.17605 13.64275 0.429
H 18.67682 12.78790 13.33647 -0.125
H 21.06570 10.27184 14.41323 0.523
H 22.41405 10.81132 13.46719 0.411
H 20.97678 10.07075 12.70416 0.416
H 20.84552 12.77898 14.28282 0.111
H 22.41172 13.08151 12.00921 0.584
H 20.96763 14.04828 12.07674 0.186
H 21.01227 14.10634 9.87451 0.220
H 20.61947 12.56935 8.92803 0.320
H 22.32135 13.05285 9.62030 0.294
C 11.17484 16.41692 18.72883 -1.453
C 12.09536 17.63569 18.80124 -0.059
C 13.15613 17.60615 17.72473 -0.219
O 13.76397 18.94031 17.56571 -0.305
C 15.10879 18.78995 17.20209 -1.975
N 11.24298 18.88590 18.66287 -0.114
H 10.70744 19.10812 19.48987 0.414
H 11.84702 19.61972 18.32120 0.247
H 10.53146 18.69513 17.97189 0.350
H 11.74955 15.50438 18.88714 0.396
H 10.63256 16.29911 17.79066 0.406
H 10.50363 16.50017 19.58361 0.489
H 12.47755 17.77735 19.81216 0.206
H 12.64293 17.25614 16.82907 0.070
H 13.96710 16.92686 17.98741 0.560
H 15.26785 18.15515 16.33041 1.077
H 15.63909 18.33051 18.03624 0.689
H 15.64055 19.66951 16.83918 0.376
C 22.50233 27.61160 14.19198 -0.308
O 21.94105 26.47529 13.59739 0.455
O 21.88971 27.67528 15.51608 -0.948
C 24.07173 27.36344 14.23970 0.473
F 24.36479 26.08784 14.49031 -0.157
F 24.77133 27.68603 13.09736 -0.296
F 24.57955 28.07158 15.28537 -0.293
C 22.20824 26.25196 12.23168 -0.016
C 21.00452 25.65625 11.49656 -1.088
H 20.10131 26.26629 11.50871 0.184
H 21.23251 25.37855 10.46749 0.472
H 20.67805 24.76613 12.03434 0.055
H 22.96034 25.46485 12.17763 -0.232
H 22.51872 27.18494 11.76131 0.450
H 22.17951 28.47997 13.61770 0.518
C 17.04741 14.94459 13.31572 0.005
O 17.54510 14.34732 12.08087 -0.044
O 17.56719 14.18100 14.34647 -1.038
C 17.38577 16.48787 13.37583 0.187
F 16.66965 17.13217 12.42812 -0.244
F 16.98166 17.03376 14.44694 -0.138
F 18.68135 16.84290 13.18314 0.325
C 16.88590 14.69446 10.81099 0.126
C 17.62061 14.01572 9.62647 -1.512
H 17.11412 14.12414 8.66740 0.464
H 18.66560 14.31816 9.55844 0.224
H 17.60574 12.93395 9.75932 0.368
H 16.87198 15.74499 10.52069 0.221
H 15.84616 14.39589 10.67721 0.198
H 15.95923 15.00560 13.29983 0.231
C 26.17101 16.45033 10.72920 0.478
O 27.34142 15.72473 10.27876 -0.382
O 26.39645 16.68388 12.08661 -0.942
C 25.77089 17.70547 9.88610 0.763
F 25.41978 17.25565 8.69547 -0.283
F 24.64624 18.28844 10.41542 -0.204
F 26.70508 18.64397 9.76717 -0.264
C 27.14519 14.87669 9.21717 -0.058
C 28.40518 13.96627 9.02711 -1.297
H 28.48664 13.15404 9.74943 0.299
H 28.47119 13.46383 8.06207 0.409
H 29.34615 14.51617 9.01029 0.337
H 26.91542 15.42856 8.30572 0.276
H 26.28337 14.21154 9.27121 0.187
H 25.31534 15.77514 10.73551 -0.060
C 19.54452 21.51295 14.12596 0.934
O 19.85992 21.13396 12.78301 -0.490
O 20.68040 21.95518 14.77509 -0.338
C 18.32533 22.51081 14.04147 -0.029
F 17.87089 22.83361 15.27532 -0.117
F 18.52047 23.74112 13.41597 -0.145
F 17.27383 21.93401 13.47306 -0.172
C 19.96198 19.72445 12.56124 1.705
C 20.12574 19.46269 11.09084 -1.763
H 19.32554 19.62538 10.36882 0.395
H 20.99159 19.89607 10.59025 0.339
H 20.36426 18.39913 11.08322 0.296
H 19.05107 19.22430 12.89016 -0.328
H 20.82124 19.26085 13.04586 -0.198
H 19.14887 20.60592 14.58297 -1.090
```

Computed properties:
E_HOMO: -15.54 eV
energy above the lowest of the compared OMol25 structures with the same formula, charge and spin: 10.5965 eV
largest force on an atom: 9.862 eV Å⁻¹
E_tot: -6093.68223 hartree
net charge: +6



# 2
The following is a DFT calculation (the ωB97M-V functional and the def2-TZVPD basis) of a molecular structure, C32H31AsAuF5INO5SSe.

```
79
Properties=species:S:1:pos:R:3:mulliken_charge:R:1
Au -1.51021 -1.20293 0.55019 0.750
F 7.28986 -0.12378 0.08417 -0.322
C 6.02340 -0.56422 0.12037 0.673
C 5.02984 0.11276 -0.56855 -0.302
F 5.33540 1.21594 -1.26666 -0.351
C 3.72144 -0.33740 -0.50934 -0.134
F 2.79427 0.36884 -1.16878 0.002
C 3.36750 -1.46867 0.21535 0.193
Se 1.57649 -2.08859 0.37129 -0.203
C 4.38794 -2.13400 0.88640 0.273
F 4.10974 -3.22074 1.62174 -0.333
C 5.69962 -1.69398 0.85554 0.271
F 6.65400 -2.34911 1.52921 -0.319
C -4.34280 -0.73273 3.51245 -1.283
C -3.19271 -1.71503 3.69223 -0.514
As -1.52487 -1.02282 2.96654 0.162
C -0.16014 -2.12610 3.80226 -0.424
C -0.25926 -3.58308 3.36919 -1.110
C -1.33744 0.72450 3.80345 -0.104
C -1.37821 0.69828 5.32454 -1.430
H -5.27975 -1.18174 3.84326 0.385
H -4.46519 -0.45822 2.46468 0.250
H -4.18923 0.18034 4.08970 0.291
H -3.39671 -2.64345 3.15773 0.434
H -3.02488 -1.96396 4.74307 0.485
H -0.27004 -2.02256 4.88391 0.583
H 0.80259 -1.69553 3.51779 0.266
H -1.21490 -4.02398 3.65989 0.359
H 0.52987 -4.17638 3.83199 0.393
H -0.15746 -3.68487 2.28725 0.110
H -2.13451 1.33537 3.37936 0.501
H -0.40762 1.14236 3.42463 0.069
H -2.28336 0.21864 5.70222 0.317
H -1.36164 1.71553 5.71823 0.412
H -0.52132 0.17405 5.74890 0.321
O 0.64301 -1.53177 -2.08786 -0.632
C -0.53860 -1.31011 -2.37163 0.364
O -1.49369 -1.06687 -1.56753 -0.562
C -0.92868 -1.26322 -3.82950 0.406
C 0.00250 -1.61369 -4.80028 -0.423
C -0.32215 -1.54899 -6.14723 -0.616
C -1.57998 -1.11759 -6.53787 -0.502
C -2.48757 -0.77379 -5.55159 -0.138
C -2.19670 -0.84119 -4.20328 -0.261
N -3.82615 -0.30894 -5.96199 1.089
O -4.64163 -0.10123 -5.09394 -0.618
O -4.03458 -0.17877 -7.14882 -0.639
H 0.98567 -1.92632 -4.47523 0.518
H 0.40634 -1.82920 -6.89555 0.421
H -1.86536 -1.04569 -7.57668 0.519
H -2.93226 -0.57180 -3.46030 0.648
I -4.59644 -2.81546 0.19749 0.084
C -2.50998 -3.13582 0.33376 -1.356
H -2.16979 -3.54241 -0.61157 0.621
H -2.32516 -3.80869 1.16363 0.529
O -1.38130 1.55744 0.81773 -0.334
S -0.82187 2.89988 0.46246 -0.343
C 0.88212 2.89522 1.02774 0.575
C 1.40666 1.74405 1.58926 0.392
C 2.71464 1.75615 2.05657 -0.856
C 3.48419 2.90460 1.94658 -0.662
C 2.94636 4.05248 1.37659 -0.650
C 1.63622 4.05530 0.92640 -0.555
C -0.49911 2.91308 -1.29152 0.323
C -0.92497 4.00192 -2.03290 -0.322
C -0.68820 4.01876 -3.40208 -0.618
C -0.02963 2.95660 -4.00095 -0.891
C 0.38725 1.86562 -3.24425 -0.428
C 0.14925 1.83763 -1.88235 0.078
H 0.79568 0.85044 1.64745 0.603
H 3.13286 0.86020 2.49943 0.439
H 4.50429 2.90938 2.30693 0.427
H 3.54450 4.95018 1.29789 0.401
H 1.20672 4.95026 0.49270 0.389
H -1.44060 4.82210 -1.54969 0.446
H -1.01932 4.85905 -3.99682 0.396
H 0.15759 2.97376 -5.06660 0.433
H 0.90543 1.03894 -3.71044 0.639
H 0.45275 0.98577 -1.28837 -0.003
```

Computed properties:
E_HOMO (alpha / beta): -6.56 / -6.55 eV
largest force on an atom: 2.805 eV Å⁻¹
E_tot: -7636.82831 hartree



# 3
The following is a DFT calculation (the ωB97M-V functional and the def2-TZVPD basis) of 3 unconnected molecules or ions with the total composition C5H18N8O4.

```
35
Properties=species:S:1:pos:R:3:mulliken_charge:R:1
N 2.68247 -3.00890 2.91753 -0.529
C 1.94603 -1.66064 2.86000 0.574
O 2.46217 -0.69022 2.08390 -0.529
O 0.74828 -1.54299 3.70630 -0.356
C -0.42241 -1.06628 2.94152 -0.454
C -1.37090 -2.30705 2.35353 0.579
N -2.40699 -1.78630 1.34055 -0.616
N -2.16147 -2.81430 3.57602 -0.719
N -0.55199 -3.42120 1.70935 -0.675
H 2.29314 -3.54541 3.72500 0.294
H 2.59285 -3.52110 2.01189 0.302
H -0.12613 -0.35559 2.05721 0.135
H -1.12004 -0.51210 3.73605 0.339
H -1.82466 -1.48143 0.51546 0.287
H -2.90247 -0.93597 1.73468 0.270
H -2.68226 -3.69244 3.30350 0.267
H -1.39205 -3.15156 4.22978 0.294
H -1.20293 -4.11660 1.23702 0.284
H -0.12110 -3.92624 2.54122 0.272
C -1.27921 0.98707 -1.37075 0.580
O -1.93242 0.48727 -0.46860 -0.697
N 0.00384 1.36184 -1.21844 -0.250
N -1.78385 1.20782 -2.59804 -0.350
H 0.55796 1.77498 -1.94939 0.145
H 0.42224 1.21303 -0.30952 0.171
H -2.74668 0.94011 -2.75510 0.201
H -1.26164 1.61827 -3.35373 0.204
C 1.30802 3.90500 -4.28267 0.648
O 0.38860 3.10661 -4.19550 -0.660
N 2.15049 3.93258 -5.33117 -0.407
N 1.56112 4.82878 -3.33810 -0.386
H 2.91323 4.58237 -5.42078 0.162
H 1.99500 3.25366 -6.06481 0.224
H 0.95035 4.84231 -2.53179 0.229
H 2.31341 5.49464 -3.39208 0.167
```

Computed properties:
E_HOMO: -8.99 eV
SMILES: NC(=O)OCC(N)(N)N.NC(N)=O.NC(N)=O
largest force on an atom: 8.739 eV Å⁻¹
E_tot: -940.34341 hartree